{"formula": "C20H49N8O5", "method": "ωB97M-V/def2-TZVPD", "elements": ["C", "C", "C", "C", "N", "C", "N", "N", "H", "H", "H", "H", "H", "H", "H", "H", "H", "H", "H", "H", "H", "H", "C", "C", "O", "N", "C", "H", "H", "H", "H", "H", "H", "H", "C", "C", "O", "N", "C", "H", "H", "H", "H", "H", "H", "H", "C", "C", "O", "N", "C", "H", "H", "H", "H", "H", "H", "H", "C", "C", "O", "N", "C", "H", "H", "H", "H", "H", "H", "H", "C", "C", "O", "N", "C", "H", "H", "H", "H", "H", "H", "H"], "positions_angstrom": [[-0.2568, -2.7119, 1.3521], [-0.6507, -1.7425, 2.4885], [-1.3638, -0.4820, 2.0556], [-0.6346, 0.2642, 0.9246], [-2.8120, -0.6961, 1.7443], [-3.4742, -1.8473, 1.7150], [-4.4545, -2.0582, 2.6336], [-3.2686, -2.8533, 0.7767], [-0.8210, -2.5823, 0.4367], [0.7752, -2.5189, 1.1002], [-0.3014, -3.7219, 1.7357], [0.2715, -1.4133, 2.9465], [-1.1964, -2.2614, 3.2762], [-1.3627, 0.1914, 2.9047], [-1.3854, 0.7010, 0.2832], [-0.0966, 1.1008, 1.3417], [0.0334, -0.3850, 0.3775], [-3.3713, 0.1360, 1.6009], [-5.3807, -1.9806, 2.2022], [-4.3738, -1.3849, 3.3911], [-2.7433, -3.5875, 1.2586], [-4.1858, -3.2270, 0.5298], [2.9793, -7.0606, 2.2775], [2.6353, -5.6908, 1.7470], [2.2082, -4.8033, 2.4746], [2.8200, -5.4674, 0.4215], [3.3151, -6.3894, -0.5871], [2.7812, -7.0818, 3.3443], [2.3694, -7.8238, 1.7930], [4.0344, -7.2806, 2.1137], [2.5781, -4.5324, 0.1330], [4.2192, -5.9822, -1.0408], [2.5631, -6.5171, -1.3669], [3.5427, -7.3575, -0.1559], [-1.2248, 5.0319, 1.0946], [-0.0331, 4.1949, 1.4794], [0.3460, 3.2555, 0.7847], [0.6192, 4.5097, 2.6249], [0.3207, 5.5784, 3.5643], [-1.6325, 4.6621, 0.1590], [-1.9978, 4.9724, 1.8628], [-0.9329, 6.0719, 0.9515], [1.4070, 3.9114, 2.8193], [1.1791, 6.2460, 3.6417], [0.1213, 5.1542, 4.5492], [-0.5427, 6.1506, 3.2450], [0.3461, -1.7807, -3.3167], [-1.0024, -1.7756, -3.9987], [-1.1370, -2.0569, -5.1734], [-2.0887, -1.4383, -3.2413], [-2.1214, -1.0762, -1.8383], [1.1020, -2.0654, -4.0411], [0.5875, -0.7880, -2.9329], [0.3595, -2.5010, -2.4967], [-2.9557, -1.4531, -3.7550], [-2.7620, -1.7692, -1.3009], [-2.5341, -0.0668, -1.7409], [-1.1305, -1.0968, -1.4000], [-3.5785, 4.5333, -3.7651], [-2.3425, 5.0345, -3.0572], [-2.4081, 5.7217, -2.0475], [-1.1387, 4.6956, -3.5830], [-0.8638, 3.8965, -4.7647], [-4.4543, 4.8856, -3.2292], [-3.6173, 4.9148, -4.7855], [-3.5937, 3.4426, -3.7848], [-0.3566, 5.0627, -3.0632], [-0.2696, 3.0245, -4.4864], [-0.2943, 4.4884, -5.4820], [-1.7811, 3.5615, -5.2355], [2.7513, 1.2447, -0.4944], [3.9275, 0.3704, -0.1359], [4.2742, -0.5707, -0.8314], [4.5968, 0.6689, 1.0099], [4.3254, 1.7401, 1.9494], [2.3207, 0.8898, -1.4264], [1.9887, 1.2020, 0.2819], [3.0687, 2.2785, -0.6297], [5.3711, 0.0510, 1.1975], [5.1972, 2.3918, 2.0259], [4.1206, 1.3195, 2.9364], [3.4710, 2.3297, 1.6310]], "forces_ev_per_angstrom": [[0.21, 0.47, 0.47], [-0.09, -0.41, -0.55], [0.79, 0.34, -1.00], [-0.61, -0.11, 0.71], [0.80, -0.59, 0.21], [-0.26, -0.01, -0.04], [-0.84, 1.93, -0.79], [0.51, -0.03, 0.45], [-0.31, -0.13, -0.03], [0.34, -0.16, -0.13], [0.03, -0.37, -0.22], [0.18, 0.13, 0.30], [-0.21, -0.01, 0.12], [-0.45, 0.09, 0.30], [0.04, 0.14, -0.50], [0.39, 0.15, 0.00], [0.06, -0.03, -0.26], [-0.19, 0.05, 1.06], [-0.21, -1.09, 0.52], [-0.27, 0.05, -0.02], [0.03, -0.27, -0.52], [0.11, -0.35, 0.22], [-0.03, 0.02, 0.06], [0.02, 0.12, 0.02], [-0.12, 0.01, -0.03], [-0.07, -0.20, 0.14], [-0.09, 0.41, -0.06], [-0.02, 0.08, 0.00], [0.10, -0.06, -0.04], [-0.03, -0.09, -0.06], [0.09, 0.02, -0.04], [0.04, -0.12, -0.04], [0.06, -0.12, -0.03], [-0.01, 0.00, 0.05], [0.00, -0.13, -0.04], [0.02, 0.02, -0.11], [0.02, -0.03, 0.14], [-0.19, -0.02, -0.08], [0.32, -0.25, 0.03], [0.06, 0.04, -0.04], [0.02, 0.15, 0.03], [-0.11, 0.04, 0.05], [0.03, 0.06, 0.02], [-0.08, 0.10, 0.04], [-0.07, 0.11, 0.03], [-0.01, -0.02, -0.05], [-0.03, 0.01, -0.01], [0.01, -0.03, -0.15], [0.02, 0.00, 0.03], [0.23, -0.03, 0.09], [-0.42, 0.11, -0.61], [-0.05, 0.00, -0.06], [0.03, -0.05, 0.10], [0.04, 0.08, 0.07], [0.01, 0.00, 0.00], [0.06, -0.01, 0.18], [0.13, 0.03, 0.18], [0.01, -0.01, -0.10], [-0.03, 0.03, 0.05], [0.08, 0.12, 0.10], [-0.05, -0.11, 0.03], [-0.19, -0.09, -0.05], [0.28, 0.19, 0.26], [0.05, 0.05, 0.05], [-0.01, -0.11, -0.04], [0.00, 0.00, -0.13], [0.02, -0.01, -0.03], [-0.04, -0.07, -0.12], [-0.04, -0.09, -0.11], [-0.03, 0.02, 0.02], [0.02, -0.08, -0.05], [0.08, -0.12, -0.10], [-0.10, -0.04, 0.02], [-0.18, 0.06, -0.06], [0.30, -0.27, 0.02], [0.09, -0.07, -0.03], [0.02, 0.23, 0.01], [-0.13, 0.05, 0.09], [0.01, 0.03, 0.01], [-0.09, 0.11, 0.06], [-0.06, 0.12, 0.04], [-0.01, -0.03, -0.05]], "spin_multiplicity": 1, "total_charge": 1, "lumo_energy_ev": -4.8, "e_tot_ha": -1605.49020, "homo_ev": -11.213}